Computed, not measured: a 9-piece molecular cluster, C13H44O9 overall at a distorted geometry, with wB97M-V/def2-TZVPD.

Largest force on an atom, hartree/bohr: 0.0431
Frontier orbital gap, Eh: 0.350
Structure (SMILES): CCO.CCO.CCO.CCO.CO.CO.CO.CO.CO
DFT total energy, Eh: -1198.693275

Each line ends with the natural charge from an NBO analysis.
Atoms and positions in Å:
C -1.83172 -2.15483 -1.47326  -0.64
C -1.11084 -3.47902 -1.30432  -0.07
O -1.77599 -4.24231 -0.27745  -0.76
H -1.76832 -1.53131 -0.58147  0.19
H -2.87684 -2.27775 -1.75736  0.21
H -1.41273 -1.52351 -2.25684  0.21
H -0.08954 -3.34210 -0.94891  0.16
H -1.17651 -3.92742 -2.29565  0.18
H -1.73045 -3.72621 0.53074  0.49
C 3.13354 0.79967 3.14097  -0.63
C 4.19393 -0.25962 3.51468  -0.05
O 5.47351 0.25887 3.63086  -0.71
H 3.21304 1.67237 3.78917  0.21
H 2.12629 0.38779 3.20358  0.20
H 3.19968 1.16335 2.11556  0.22
H 4.07492 -1.06646 2.79154  0.14
H 4.05371 -0.74096 4.48254  0.15
H 6.02715 -0.44587 3.97501  0.47
C -4.00399 -2.43107 1.96057  -0.63
C -2.59133 -1.96528 2.28692  -0.07
O -1.67417 -3.04851 2.01441  -0.75
H -4.61864 -1.53216 2.00804  0.20
H -4.34356 -3.15771 2.69867  0.22
H -4.06055 -2.84444 0.95358  0.23
H -2.49666 -1.68634 3.33637  0.16
H -2.25035 -1.17398 1.61934  0.18
H -0.82723 -2.87174 2.43040  0.48
C 2.79834 -0.40874 -2.86890  -0.63
C 3.32891 0.58329 -3.86617  -0.07
O 3.69109 1.68524 -3.05972  -0.73
H 2.62480 -1.36393 -3.36448  0.20
H 1.91623 -0.00581 -2.37127  0.22
H 3.44213 -0.59415 -2.00910  0.19
H 2.50729 0.83514 -4.53670  0.19
H 4.18562 0.17151 -4.39965  0.16
H 4.44722 1.46658 -2.51011  0.46
C 0.74505 -0.34689 0.37002  -0.24
O 0.23074 0.75217 -0.30880  -0.78
H 0.55148 -1.26306 -0.18790  0.16
H 1.80176 -0.09911 0.47038  0.19
H 0.20383 -0.42057 1.31329  0.15
H -0.71356 0.78496 -0.13903  0.50
C -1.95548 1.47250 3.73261  -0.26
O -3.02399 1.43442 2.79341  -0.75
H -2.02950 0.70538 4.50343  0.17
H -1.02124 1.25323 3.21566  0.19
H -1.95676 2.50132 4.09264  0.19
H -3.76463 1.06520 3.27997  0.48
C 1.94697 3.69376 -1.25245  -0.25
O 0.92365 3.56152 -0.27251  -0.74
H 1.61627 3.21757 -2.17547  0.17
H 2.17937 4.74356 -1.43134  0.17
H 2.90739 3.26444 -0.96717  0.15
H 0.70309 2.63811 -0.41486  0.49
C -3.44196 0.83993 -0.65369  -0.25
O -2.32983 1.07031 0.17853  -0.77
H -3.93002 1.78219 -0.90280  0.17
H -3.12249 0.40039 -1.59860  0.19
H -4.24490 0.32923 -0.12213  0.17
H -2.63380 1.40722 1.02452  0.51
C -0.50806 1.45863 -3.90715  -0.25
O -0.31756 0.91730 -5.16591  -0.71
H 0.49845 1.64784 -3.53403  0.18
H -0.96956 2.44607 -3.89803  0.16
H -0.98181 0.88075 -3.11362  0.16
H -1.16087 0.63904 -5.53059  0.46

Forces on atoms 1 to 3 (eV/Å):
C 0.18 0.86 -0.07
C -1.10 0.47 0.99
O 0.08 -0.62 -1.98